1.
Here is a structure of composition C25H36MnNO2 at a distorted geometry from OMol25. Energies are from ωB97M-V with the def2-TZVPD basis set.

```
65
Properties=species:S:1:pos:R:3:lowdin_spin:R:1
O -0.181 -0.545 -4.146 0.000
C -0.194 0.787 -4.762 0.000
C -0.077 0.292 -6.192 0.000
H 0.662 1.364 -4.391 0.000
H -1.141 1.309 -4.565 0.000
C -0.086 -1.095 -5.496 0.000
H 0.866 0.575 -6.666 0.000
H -0.965 0.521 -6.786 0.000
C 1.202 -1.865 -5.694 0.000
H 2.068 -1.221 -5.514 0.000
H 1.257 -2.226 -6.728 0.000
H 1.239 -2.728 -5.022 0.000
C -1.306 -1.922 -5.859 0.000
H -2.219 -1.319 -5.786 0.000
H -1.380 -2.799 -5.204 0.000
H -1.218 -2.276 -6.894 0.000
Mn -0.595 -0.926 2.061 2.073
C -2.268 -0.895 3.370 -0.041
C -1.906 0.471 3.113 0.017
C -1.977 0.703 1.705 0.008
H -1.732 1.245 3.853 0.003
C -2.402 -0.528 1.073 -0.020
C -2.611 -1.499 2.111 -0.034
H -3.063 -2.480 1.983 0.000
H -2.372 -1.335 4.361 -0.001
H -1.823 1.667 1.222 0.005
H -2.639 -0.672 0.021 0.000
C 0.518 -2.242 3.327 -0.030
C -0.359 -2.955 2.431 -0.038
C 0.039 -2.643 1.080 -0.030
H -1.116 -3.667 2.744 0.000
C 1.194 -1.782 1.152 0.005
C 1.466 -1.524 2.534 0.016
H 2.309 -0.953 2.909 0.004
H 0.537 -2.342 4.409 -0.001
H -0.373 -3.077 0.174 -0.001
H 1.819 -1.463 0.319 0.003
O 1.668 1.214 -1.880 0.004
C 0.628 0.316 -1.405 0.007
C -0.744 0.916 -1.732 0.000
H 0.711 0.302 -0.288 0.006
H 0.778 -0.708 -1.796 0.000
C -0.450 2.411 -1.926 0.000
H -1.481 0.716 -0.954 0.000
H -1.122 0.474 -2.652 0.000
C 1.070 2.532 -1.694 0.000
H -1.013 3.044 -1.236 0.000
H -0.685 2.700 -2.957 0.000
H 1.280 2.874 -0.649 0.000
H 1.528 3.248 -2.392 0.000
C -0.258 -0.098 5.985 -0.013
C 0.577 0.783 5.157 0.004
C 1.397 1.836 5.663 0.326
C 1.994 2.445 4.540 0.300
C 1.519 1.740 3.394 0.010
C 1.912 1.986 1.999 -0.009
N 0.662 0.755 3.791 0.410
H 0.040 0.030 7.033 0.000
H -0.125 -1.155 5.734 -0.002
H -1.326 0.147 5.901 -0.004
H 1.487 2.077 6.718 0.014
H 2.700 3.266 4.489 0.013
H 1.916 3.069 1.807 -0.002
H 2.936 1.621 1.814 -0.003
H 1.228 1.501 1.288 0.002
```

Computed properties:
ΔE to the lowest compared entry with this formula, charge and spin, kJ/mol: 56.5
Molar mass, g mol⁻¹: 437.51
Largest force on an atom, eV/A: 4.16
Expectation value of S²: 3.87
Lowest unoccupied orbital energy (alpha / beta), eV: -3.5 / -5.7
Charge: +1
Spin multiplicity: 4

2.
Here is a cluster of 2 separate species, C25H36N3O2 in total at a distorted geometry from OMol25. Energies are from ωB97M-V with the def2-TZVPD basis set.

```
66
Properties=species:S:1:pos:R:3:lowdin_charge:R:1
C -5.917 -2.792 2.803 -0.018
N -5.335 -1.476 2.838 -0.116
C -6.169 -0.305 2.660 -0.118
C -5.162 0.868 2.598 -0.082
C -3.828 0.225 2.744 -0.149
C -4.012 -1.169 2.920 -0.151
C -2.913 -2.014 3.155 0.020
C -1.644 -1.462 3.178 0.002
C -1.415 -0.075 2.876 -0.195
C -0.142 0.534 2.759 0.070
C 1.133 -0.066 2.633 -0.192
C 2.279 0.779 2.792 0.054
C 3.540 0.243 2.753 -0.145
C 3.729 -1.150 2.573 -0.150
N 5.050 -1.457 2.679 -0.115
C 5.631 -2.775 2.694 -0.018
C 5.879 -0.287 2.874 -0.118
C 4.872 0.886 2.914 -0.084
C 2.634 -1.998 2.328 0.019
C 1.365 -1.450 2.321 0.003
C -2.566 0.760 2.708 0.044
H -5.129 -3.550 2.801 0.085
H -6.573 -2.956 3.670 0.103
H -6.535 -2.908 1.900 0.103
H -6.769 -0.385 1.742 0.130
H -6.865 -0.190 3.505 0.131
H -5.266 1.404 1.648 0.127
H -5.371 1.579 3.407 0.128
H -3.086 -3.076 3.333 0.113
H -0.801 -2.093 3.449 0.108
H -0.146 1.624 2.739 0.111
H 2.151 1.849 2.965 0.125
H 4.846 -3.530 2.790 0.086
H 6.204 -2.971 1.776 0.103
H 6.328 -2.863 3.540 0.102
H 6.459 -0.365 3.806 0.130
H 6.595 -0.173 2.046 0.131
H 5.090 1.593 2.103 0.126
H 4.957 1.430 3.862 0.127
H 2.813 -3.056 2.134 0.113
H 0.522 -2.085 2.058 0.107
H -2.437 1.829 2.532 0.132
C 0.085 4.689 9.357 -0.106
O -0.186 4.924 7.970 -0.191
C -0.357 3.718 7.243 -0.241
C -0.637 4.028 5.777 -0.233
N 0.468 4.677 5.153 -0.071
C 0.293 5.018 3.774 -0.229
C 1.553 5.679 3.246 -0.229
O 2.619 4.742 3.351 -0.219
C 3.851 5.313 2.909 -0.103
H 0.203 5.677 9.820 0.090
H -0.733 4.143 9.871 0.089
H 1.015 4.102 9.502 0.088
H 0.555 3.092 7.301 0.125
H -1.235 3.159 7.626 0.126
H -0.859 3.053 5.304 0.108
H -1.523 4.678 5.708 0.131
H 1.368 4.253 5.351 0.118
H 0.059 4.136 3.145 0.105
H -0.518 5.754 3.698 0.129
H 1.377 5.960 2.191 0.128
H 1.764 6.575 3.859 0.135
H 4.608 4.524 2.999 0.078
H 3.811 5.662 1.857 0.094
H 4.143 6.179 3.535 0.095
```

Computed properties:
ΔE to the lowest compared entry with this formula, charge and spin, kJ/mol: 94.3
Molar mass, g mol⁻¹: 410.58
Largest force on an atom, eV/A: 1.15
Lowest unoccupied orbital energy, eV: -4.2
Charge: +1

3.
Here is an isolated molecule of C25H36N4O from OMol25. Energies are from ωB97M-V with the def2-TZVPD basis set.

```
66
Properties=species:S:1:pos:R:3:lowdin_charge:R:1
C -8.602 -0.379 -0.509 -0.084
C -7.079 -0.341 -0.416 -0.432
C -6.455 -0.611 -1.782 -0.072
C -6.617 1.019 0.137 -0.145
C -5.137 1.048 0.381 -0.242
C -4.595 0.412 1.491 -0.029
C -3.229 0.404 1.708 -0.043
C -2.363 1.029 0.817 -0.214
C -0.871 0.966 1.019 -0.131
N -0.215 -0.139 0.321 -0.203
C -0.301 -0.099 -1.127 -0.168
C 0.844 -0.926 -1.733 -0.093
C 1.099 -2.224 -0.947 -0.242
N 2.322 -2.227 -0.169 -0.058
N 2.945 -3.409 -0.068 0.069
C 4.000 -3.211 0.693 -0.154
C 4.080 -1.879 1.108 -0.026
C 2.980 -1.264 0.534 -0.248
N 2.488 0.022 0.616 0.163
C 3.107 1.230 0.559 -0.430
O 2.430 2.239 0.611 0.065
C 4.616 1.236 0.382 -0.216
C 5.005 0.646 -0.991 -0.146
C 6.190 1.493 -1.443 -0.192
C 5.799 2.893 -0.983 -0.189
C 5.196 2.663 0.405 -0.142
C -0.124 -2.576 -0.090 -0.106
C -0.540 -1.453 0.863 -0.159
C -2.907 1.678 -0.285 -0.035
C -4.272 1.686 -0.499 -0.036
H -8.959 0.396 -1.184 0.080
H -9.054 -0.219 0.467 0.075
H -8.936 -1.342 -0.887 0.075
H -6.749 -1.123 0.278 0.133
H -5.369 -0.600 -1.717 0.070
H -6.765 0.148 -2.497 0.083
H -6.767 -1.583 -2.157 0.077
H -7.142 1.210 1.076 0.120
H -6.893 1.802 -0.572 0.121
H -5.250 -0.076 2.198 0.116
H -2.833 -0.079 2.590 0.113
H -0.397 1.888 0.672 0.124
H -0.644 0.847 2.083 0.132
H -1.272 -0.469 -1.490 0.127
H -0.196 0.938 -1.448 0.126
H 0.586 -1.173 -2.763 0.117
H 1.757 -0.332 -1.760 0.105
H 1.254 -3.053 -1.647 0.143
H 4.665 -4.021 0.920 0.097
H 4.820 -1.445 1.747 0.094
H 1.449 0.079 0.585 0.099
H 5.053 0.641 1.183 0.128
H 4.179 0.776 -1.696 0.119
H 5.241 -0.415 -0.933 0.106
H 7.097 1.170 -0.928 0.114
H 6.361 1.430 -2.517 0.107
H 5.043 3.301 -1.656 0.113
H 6.643 3.581 -0.958 0.105
H 5.967 2.743 1.172 0.112
H 4.411 3.383 0.630 0.103
H 0.088 -3.481 0.481 0.118
H -0.944 -2.800 -0.776 0.119
H -1.618 -1.549 1.061 0.112
H -0.012 -1.551 1.818 0.129
H -2.256 2.194 -0.976 0.111
H -4.673 2.201 -1.360 0.115
```

Computed properties:
SMILES string: CC(C)Cc1ccc(CN2CCC(n3nccc3NC(=O)C3CCCC3)CC2)cc1
ΔE to the lowest compared entry with this formula, charge and spin, kJ/mol: 228.2
Molar mass, g mol⁻¹: 408.59
Largest force on an atom, eV/A: 0.84
Lowest unoccupied orbital energy, eV: 0.7

4.
Here is a cluster of 7 separate species, C25H37ClINO32P2S6 in total at a distorted geometry from OMol25. Energies are from ωB97M-V with the def2-TZVPD basis set.

```
105
Properties=species:S:1:pos:R:3:lowdin_charge:R:1
C -0.690 3.372 -0.220 -0.005
C 0.589 2.401 0.247 -0.253
O 1.077 1.613 -0.750 -0.046
O 1.091 2.384 1.636 -0.122
C 2.541 2.633 1.699 -0.165
C 3.372 1.415 2.462 -0.179
C 2.696 1.042 3.946 -0.161
C 1.859 -0.378 3.674 -0.109
C 0.190 -0.291 3.601 0.090
C -0.584 -1.703 3.292 -0.031
C 0.245 -3.099 3.066 -0.042
C 1.878 -3.211 3.151 -0.337
P 2.685 -4.916 2.854 0.595
O 4.110 -4.805 1.859 -0.438
Cl 3.380 -5.538 4.777 0.133
C 2.699 -1.801 3.471 -0.484
I 4.908 -1.810 3.628 0.881
C -0.930 -4.197 2.745 -0.239
O -0.988 -5.517 2.937 0.011
N -2.046 -3.324 2.192 -0.086
P -1.818 -2.627 0.562 0.734
O -2.852 -3.273 -0.456 -0.357
O -2.142 -0.891 0.548 -0.172
O -0.227 -2.848 -0.112 -0.188
C -2.166 -2.085 3.097 -0.263
O -3.293 -1.558 3.585 0.031
H -1.171 3.023 -1.234 0.109
H -0.392 4.513 -0.254 0.048
H -1.521 3.220 0.608 0.104
H 2.797 3.618 2.313 0.143
H 2.958 2.806 0.614 0.141
H 3.267 0.457 1.764 0.089
H 4.518 1.648 2.529 0.114
H 1.883 1.828 4.252 0.116
H 3.541 0.872 4.739 0.097
H -0.420 0.696 3.753 0.122
H 4.924 -4.754 2.447 0.020
H -1.352 -0.376 0.886 0.079
H 0.108 -3.789 -0.006 0.096
O 6.542 1.897 0.318 -0.233
S 6.042 0.565 0.060 0.670
O 4.834 0.047 0.660 -0.320
O 7.251 -0.494 0.332 -0.205
C 7.506 -1.241 -0.856 -0.164
C 7.109 -0.322 -2.008 -0.184
O 5.943 0.362 -1.556 -0.180
H 6.880 -2.139 -0.834 0.135
H 8.559 -1.533 -0.905 0.140
H 6.900 -0.874 -2.928 0.075
H 7.886 0.425 -2.202 0.143
O -0.679 6.506 0.529 -0.248
S -1.384 6.716 -0.716 0.664
O -0.997 6.085 -1.956 -0.243
O -1.505 8.323 -0.967 -0.187
C -2.881 8.686 -1.070 -0.181
C -3.637 7.660 -0.229 -0.176
O -2.968 6.423 -0.459 -0.186
H -3.172 8.623 -2.123 0.099
H -3.034 9.707 -0.711 0.144
H -4.691 7.587 -0.510 0.120
H -3.561 7.892 0.838 0.135
O -5.009 2.604 -1.010 -0.251
S -6.255 2.031 -0.552 0.669
O -7.484 2.785 -0.468 -0.237
O -5.986 1.314 0.887 -0.194
C -6.324 -0.070 0.799 -0.166
C -6.100 -0.453 -0.661 -0.167
O -6.539 0.676 -1.414 -0.197
H -7.377 -0.181 1.079 0.133
H -5.703 -0.658 1.480 0.134
H -6.658 -1.348 -0.947 0.140
H -5.036 -0.605 -0.870 0.129
O -4.915 8.310 -2.467 -0.284
S -5.763 7.782 -3.513 0.721
O -6.971 8.439 -3.953 -0.219
O -6.118 6.234 -3.146 -0.181
C -5.672 5.381 -4.200 -0.161
C -4.483 6.100 -4.830 -0.164
O -4.833 7.482 -4.819 -0.184
H -6.492 5.270 -4.918 0.135
H -5.400 4.399 -3.806 0.138
H -4.284 5.761 -5.850 0.140
H -3.580 5.975 -4.223 0.132
O -2.911 -9.561 6.891 -0.240
S -3.007 -10.002 5.517 0.678
O -3.754 -11.171 5.116 -0.238
O -1.496 -10.119 4.915 -0.197
C -1.371 -9.267 3.778 -0.172
C -2.359 -8.127 4.011 -0.192
O -3.499 -8.739 4.611 -0.193
H -1.638 -9.845 2.887 0.133
H -0.342 -8.908 3.682 0.136
H -2.636 -7.620 3.084 0.128
H -1.956 -7.395 4.719 0.126
O 7.805 -1.748 -4.114 -0.258
S 7.274 -1.737 -5.458 0.707
O 7.548 -0.681 -6.405 -0.213
O 5.660 -1.948 -5.369 -0.185
C 5.292 -3.113 -6.106 -0.167
C 6.509 -4.032 -6.053 -0.172
O 7.636 -3.164 -6.160 -0.186
H 5.072 -2.810 -7.135 0.136
H 4.405 -3.577 -5.667 0.140
H 6.512 -4.768 -6.861 0.140
H 6.571 -4.549 -5.090 0.133
```

Computed properties:
SMILES string: CC(=O)OCCCc1cc2c(c(P(O)Cl)c1I)C(=O)N(P(=O)(O)O)C2=O.O=S1(=O)OCCO1.O=S1(=O)OCCO1.O=S1(=O)OCCO1.O=S1(=O)OCCO1.O=S1(=O)OCCO1.O=S1(=O)OCCO1
Molar mass, g mol⁻¹: 1280.25
Largest force on an atom, eV/A: 9.28
Lowest unoccupied orbital energy, eV: -2.2

5.
Here is a structure of composition C25H37GeN2O3PtS from OMol25. Energies are from ωB97M-V with the def2-TZVPD basis set.

```
70
Properties=species:S:1:pos:R:3:lowdin_spin:R:1
Pt -0.115 -0.136 -0.472 0.014
C 3.704 -1.036 2.312 0.001
C 2.303 -1.620 2.311 0.007
C 2.212 -2.860 1.438 0.004
C 1.811 -1.889 3.725 0.024
O 1.439 -0.599 1.693 0.174
Ge -0.072 0.102 2.319 0.439
O -0.103 1.427 1.061 0.114
C 0.460 2.802 1.185 0.005
C 1.757 2.852 0.402 0.002
C -0.584 3.745 0.624 0.001
C 0.695 3.030 2.669 0.025
O -1.245 -0.789 1.180 0.114
C -2.318 -1.770 1.594 0.005
C -2.826 -1.268 2.932 0.028
C -1.662 -3.130 1.715 0.000
C -3.412 -1.765 0.547 0.003
H 4.407 -1.753 2.735 0.000
H 3.744 -0.124 2.908 0.000
H 4.026 -0.810 1.295 0.000
H 2.854 -3.646 1.834 0.000
H 2.549 -2.638 0.422 0.000
H 1.193 -3.241 1.395 0.000
H 2.441 -2.628 4.217 0.000
H 0.792 -2.293 3.712 0.005
H 1.840 -0.977 4.327 0.006
H 1.570 2.749 -0.670 0.000
H 2.457 2.088 0.750 0.000
H 2.231 3.823 0.545 0.000
H -0.778 3.531 -0.427 0.000
H -0.224 4.771 0.704 0.000
H -1.519 3.663 1.177 0.000
H 1.451 2.340 3.061 0.006
H -0.236 2.926 3.232 0.007
H 1.067 4.040 2.840 0.001
H -2.045 -1.307 3.701 0.016
H -3.627 -1.921 3.282 0.001
H -3.225 -0.256 2.858 0.001
H -0.869 -3.114 2.464 0.000
H -1.248 -3.453 0.760 0.000
H -2.401 -3.865 2.033 0.000
H -3.983 -0.839 0.561 0.000
H -4.107 -2.572 0.777 0.000
H -3.019 -1.943 -0.454 0.000
N 1.509 0.251 -1.603 0.001
C 1.603 1.069 -2.820 0.000
C 2.894 1.170 -3.323 0.000
C 3.128 1.876 -4.485 0.000
C 2.053 2.471 -5.128 0.000
C 0.778 2.363 -4.609 0.000
C 0.503 1.654 -3.431 0.000
C -0.872 1.598 -2.875 0.000
C -1.922 2.247 -3.550 0.000
C -3.212 2.319 -3.064 0.000
C -3.528 1.755 -1.840 0.000
C -2.536 1.083 -1.148 0.000
C -1.270 0.995 -1.691 -0.002
H 2.178 0.620 -0.924 0.000
H 1.836 -0.682 -1.865 0.000
H 3.714 0.685 -2.806 0.000
H 4.130 1.955 -4.882 0.000
H 2.205 3.029 -6.042 0.000
H -0.015 2.855 -5.147 0.000
H -1.728 2.716 -4.501 0.000
H -3.968 2.829 -3.644 0.000
H -4.525 1.823 -1.428 0.000
H -2.754 0.636 -0.193 0.000
S -0.286 -2.058 -1.713 0.000
C -1.587 -1.733 -2.746 0.000
N -2.491 -1.544 -3.434 0.000
```

Computed properties:
ΔE to the lowest compared entry with this formula, charge and spin, kJ/mol: 46.6
Molar mass, g mol⁻¹: 713.34
Largest force on an atom, eV/A: 0.41
Expectation value of S²: 0.75
Lowest unoccupied orbital energy (alpha / beta), eV: -7.6 / -9.4
Charge: +2
Spin multiplicity: 2

6.
Here is a structure of composition C25H37N5P2Pd at a distorted geometry from OMol25. Energies are from ωB97M-V with the def2-TZVPD basis set.

```
70
Properties=species:S:1:pos:R:3:lowdin_spin:R:1
C 0.064 -0.497 -4.998 0.098
C -0.176 0.362 -3.928 0.173
C -1.473 0.331 -3.266 0.024
C -2.169 -0.951 -3.231 0.085
C -1.804 -1.886 -4.235 0.149
C -0.817 -1.583 -5.180 0.152
C -3.259 -1.145 -2.345 0.453
C -3.651 0.006 -1.596 0.083
C -2.947 1.270 -1.663 0.030
C -3.280 2.317 -0.715 0.096
C -4.527 2.294 -0.098 0.082
C -5.351 1.150 -0.273 0.098
C -4.843 -0.014 -0.852 0.090
H 0.917 -0.345 -5.675 0.004
H -2.404 -2.815 -4.265 0.003
H -0.692 -2.264 -6.037 0.005
H -3.367 -2.152 -1.830 0.021
H -4.905 3.160 0.470 0.004
H -6.365 1.111 0.141 0.003
H -5.355 -0.981 -0.880 0.001
N -1.952 1.389 -2.574 0.307
Pd 0.530 -0.528 0.110 0.992
C 0.849 1.160 -3.240 0.075
H 0.386 2.077 -2.871 0.008
H 1.732 1.322 -3.858 0.007
C -2.149 3.209 -0.308 0.018
H -1.559 3.432 -1.191 0.004
H -2.500 4.106 0.194 0.002
P 1.452 0.183 -1.736 0.246
P -1.052 2.309 0.779 0.051
C -1.791 2.233 2.412 0.007
H -1.111 1.733 3.124 0.000
H -1.968 3.272 2.728 0.002
H -2.748 1.689 2.378 0.000
C 0.558 3.108 0.851 0.010
H 0.475 4.112 1.303 0.002
H 1.285 2.531 1.452 0.001
H 0.969 3.229 -0.165 0.001
C 2.191 -1.311 -2.457 0.028
H 2.791 -1.052 -3.336 0.007
H 2.807 -1.841 -1.721 0.000
H 1.370 -1.978 -2.728 0.003
C 2.904 1.127 -1.231 0.062
H 3.413 0.690 -0.367 0.004
H 3.604 1.158 -2.071 0.012
H 2.598 2.132 -0.937 0.001
H -0.801 -1.215 -0.230 0.261
H -0.974 0.927 0.248 0.045
C 2.389 -2.140 1.404 0.007
N 1.350 -1.184 1.874 0.106
C 1.973 -0.008 2.520 0.014
N 2.689 -0.466 3.695 0.011
C 3.710 -1.466 3.246 0.000
N 3.128 -2.656 2.565 0.002
C 2.117 -3.293 3.460 0.001
N 1.057 -2.370 3.945 0.014
C 0.360 -1.858 2.738 0.018
C 1.722 -1.190 4.567 0.001
H 3.086 -1.621 0.732 0.002
H 1.903 -2.980 0.906 0.000
H 1.196 0.692 2.835 0.000
H 2.666 0.483 1.796 0.005
H 4.181 -1.820 4.171 0.000
H 4.455 -1.000 2.584 0.000
H 1.670 -4.145 2.930 0.000
H 2.658 -3.633 4.361 0.000
H -0.400 -1.147 3.078 0.002
H -0.085 -2.705 2.193 0.006
H 2.311 -1.579 5.398 0.000
H 0.956 -0.485 4.900 0.000
```

Computed properties:
Molar mass, g mol⁻¹: 575.97
Largest force on an atom, eV/A: 2.89
Expectation value of S²: 6.04
Lowest unoccupied orbital energy (alpha / beta), eV: -5.1 / -9.0
Charge: +2
Spin multiplicity: 5